A) Entry from OMol25: the molecule C2H4OS3 (ωB97M-V/def2-TZVPD).

```
! wB97M-V def2-TZVPD RIJCOSX def2/J DEFGRID3
* xyz 0 3
C -0.494 -1.180 -0.852
C 0.227 0.739 1.147
O -1.303 1.499 -0.945
S 2.090 -0.799 -0.445
S 1.751 1.091 0.235
S -1.231 0.293 -0.135
H -0.425 -1.044 -1.900
H -0.749 -2.156 -0.369
H 0.293 -0.150 1.765
H -0.159 1.707 1.499
*
```

Calculated values
Orbital gap (spin up / spin down)   7.734 / 6.579 eV
Molar mass   140.3 g/mol
HOMO energy (spin up / spin down)   -7.4 / -9.2 eV



B) Entry from OMol25: a structure of composition C2H4OS3 (ωB97M-V/def2-TZVPD).

```
! wB97M-V def2-TZVPD RIJCOSX def2/J DEFGRID3
* xyz 0 3
C 0.072 0.030 0.691
C 0.828 1.464 0.341
O 0.757 -1.013 -0.002
S -1.180 -0.254 1.601
S -1.377 -3.359 -0.760
S -0.781 -1.625 -1.548
H 1.078 1.412 -0.645
H 1.869 1.684 0.737
H 0.312 2.359 0.412
H -1.578 -0.697 -0.828
*
```

Calculated values
Orbital gap (spin up / spin down)   8.783 / 5.782 eV
Molar mass   140.3 g/mol
HOMO energy (spin up / spin down)   -8.7 / -9.2 eV



Here are the energies relative to the best structure, in kcal/mol: A) 0.0; B) 12.4.